This record from OMol25 describes a cluster of 5 separate species, C22H52FNO7S in total. The level of theory is ωB97M-V/def2-TZVPD.

Properties
HOMO energy = -7.52 eV
lowest unoccupied orbital energy = 0.271 eV

Last column: Löwdin charge in e.
Positions of all 84 atoms, in Å:
C -4.8387 -2.3448 1.8487  -0.07
C -4.9939 -2.0089 0.3881  -0.33
C -4.5993 -3.0699 -0.6161  -0.05
C -5.5080 -0.8085 0.0134  -0.10
C -4.9632 0.0551 -1.0864  -0.20
C -4.3024 1.3488 -0.6025  -0.17
C -3.1669 1.2313 0.4263  -0.33
C -3.6752 1.0613 1.8815  -0.05
C -2.0993 0.1837 0.0519  -0.14
C -0.8551 0.7763 -0.6072  -0.20
N -1.0054 0.9179 -2.0646  -0.21
O 0.0510 1.6738 -2.6338  -0.04
S -1.0779 -0.6077 -2.8115  0.64
O -0.6434 -1.6733 -1.9638  -0.25
O -2.3500 -0.7216 -3.4364  -0.24
F 0.0043 -0.4347 -3.9067  -0.12
H -5.6528 -1.8864 2.4207  0.08
H -4.8511 -3.4211 2.0342  0.07
H -3.9000 -1.9275 2.2144  0.07
H -4.0059 -3.8572 -0.1499  0.07
H -4.0071 -2.6753 -1.4473  0.07
H -5.5121 -3.4931 -1.0334  0.08
H -6.3977 -0.4486 0.5348  0.11
H -5.7873 0.3697 -1.7433  0.11
H -4.2917 -0.5112 -1.7329  0.08
H -5.0501 2.0365 -0.1963  0.11
H -3.8937 1.8250 -1.4991  0.11
H -2.6637 2.2030 0.4233  0.12
H -3.1748 0.2400 2.3936  0.06
H -3.4418 1.9583 2.4599  0.07
H -4.7546 0.9229 1.9190  0.06
H -1.7306 -0.2866 0.9580  0.09
H -2.5144 -0.6279 -0.5466  0.09
H -0.7142 1.7835 -0.2103  0.11
H 0.0528 0.2152 -0.3694  0.11
H 0.5447 2.0537 -1.8924  0.06
C 1.0503 -0.0048 4.3250  -0.06
C 0.6912 -0.7242 3.0348  -0.47
C 1.8958 -1.3714 2.3749  -0.05
O 0.0928 0.1721 2.0967  -0.07
H 1.7735 0.7916 4.1256  0.08
H 0.1669 0.4570 4.7677  0.08
H 1.4857 -0.6916 5.0518  0.08
H -0.0655 -1.4835 3.2424  0.14
H 2.6426 -0.6164 2.1123  0.07
H 1.5988 -1.8583 1.4510  0.06
H 2.3652 -2.1108 3.0277  0.09
H 0.7462 0.8510 1.8929  0.09
C 2.9049 -4.2144 -2.3784  -0.05
C 2.9689 -4.0838 -0.8643  -0.50
C 2.5992 -5.3888 -0.1758  -0.06
O 2.1073 -3.0340 -0.4262  -0.08
H 1.8892 -4.4651 -2.6950  0.08
H 3.1719 -3.2703 -2.8548  0.08
H 3.5811 -4.9909 -2.7391  0.08
H 3.9758 -3.7874 -0.5657  0.13
H 1.5750 -5.6745 -0.4301  0.08
H 2.6497 -5.2765 0.9077  0.08
H 3.2669 -6.1984 -0.4738  0.08
H 1.2061 -3.2679 -0.6795  0.08
C 4.7425 -0.5974 -0.0919  -0.05
C 3.9860 0.4583 -0.8780  -0.48
C 4.9326 1.3765 -1.6349  -0.06
O 3.1569 1.2308 -0.0030  -0.07
H 5.3966 -0.1249 0.6480  0.09
H 4.0470 -1.2445 0.4405  0.05
H 5.3566 -1.2120 -0.7518  0.08
H 3.3054 -0.0261 -1.5792  0.14
H 5.5898 1.9045 -0.9375  0.08
H 4.3724 2.1277 -2.1928  0.08
H 5.5532 0.8149 -2.3340  0.08
H 3.7320 1.6679 0.6339  0.08
C 2.2477 5.6542 -1.2163  -0.06
C 0.9281 5.0568 -0.7552  -0.48
C 0.4263 5.7242 0.5150  -0.06
O 1.0754 3.6503 -0.5442  -0.07
H 3.0171 5.5122 -0.4519  0.08
H 2.5931 5.1622 -2.1258  0.08
H 2.1507 6.7223 -1.4132  0.08
H 0.1825 5.1627 -1.5438  0.14
H 1.1451 5.5846 1.3276  0.08
H -0.5185 5.2821 0.8323  0.08
H 0.2777 6.7942 0.3672  0.08
H 1.7340 3.5080 0.1432  0.08

Atomic forces in eV per Å
C -1.3 -0.5 -0.2
C -0.3 0.4 -0.2
C 1.2 0.6 0.1
C 0.3 -0.6 0.1
C -1.3 -0.5 -0.8
C 0.4 0.1 0.0
C 0.0 -0.1 0.2
C 0.1 0.2 -0.1
C 0.1 0.0 0.1
C 0.0 0.0 0.2
N 0.0 0.0 -0.1
O 0.0 0.1 -0.2
S -0.5 -0.4 0.5
O 0.2 0.3 -0.2
O 0.4 0.1 -0.2
F -0.1 0.0 -0.2
H 0.2 0.0 0.1
H 0.0 0.0 0.1
H 0.1 0.0 -0.1
H -0.1 -0.1 -0.1
H -0.1 0.0 -0.1
H 0.0 -0.1 0.0
H 0.8 0.7 0.8
H 0.1 0.0 -0.1
H 0.1 0.1 0.1
H -0.1 -0.1 0.0
H 0.0 0.1 0.0
H 0.0 0.0 -0.2
H -0.1 -0.1 0.0
H -0.1 0.0 0.0
H 0.0 -0.1 0.1
H 0.0 0.0 0.0
H -0.1 0.1 0.0
H 0.0 0.1 -0.2
H -0.1 -0.2 -0.1
H 0.1 0.1 0.3
C -0.2 0.1 0.0
C 0.4 0.1 -0.1
C 0.0 -0.1 0.1
O -0.1 0.1 0.4
H 0.1 -0.1 0.0
H 0.0 0.0 0.0
H 0.0 0.0 0.0
H -0.1 0.0 -0.1
H 0.0 0.1 0.1
H 0.0 -0.1 0.0
H 0.0 0.0 0.0
H 0.1 0.0 -0.1
C 0.1 0.1 0.0
C -0.3 -0.2 -0.2
C 0.0 0.0 0.1
O 0.2 0.0 0.0
H 0.0 -0.1 0.0
H 0.0 0.0 0.0
H 0.0 0.0 0.0
H 0.0 0.1 0.1
H 0.0 0.0 -0.1
H 0.0 0.0 0.0
H 0.0 0.0 0.0
H 0.0 0.1 -0.1
C -0.1 -0.1 0.1
C 0.4 0.1 0.0
C -0.1 0.1 -0.1
O -0.3 0.1 0.1
H 0.1 0.0 -0.1
H 0.0 -0.1 -0.1
H 0.0 0.0 0.0
H -0.1 0.0 0.1
H 0.0 -0.1 0.0
H 0.0 0.0 0.0
H 0.0 0.0 0.0
H 0.1 -0.1 0.0
C 0.0 -0.1 -0.1
C 0.3 0.2 0.3
C -0.1 -0.1 0.0
O -0.3 -0.2 -0.2
H 0.0 0.1 0.0
H 0.0 0.0 0.0
H 0.0 0.0 0.0
H 0.0 -0.1 0.0
H 0.1 0.1 0.0
H 0.0 0.0 0.0
H 0.0 0.0 0.0
H 0.1 -0.1 -0.1


This record from OMol25 describes a structure of composition C20H26AgN2O7S3. The level of theory is ωB97M-V/def2-TZVPD.

Properties
HOMO energy = -3.50 eV
lowest unoccupied orbital energy = 2.347 eV
ΔE to the lowest compared entry with this formula, charge and spin = 1.1113 eV
net charge = -1

Last column: Löwdin charge in e.
Positions of all 59 atoms, in Å:
Ag -0.7230 -0.5282 1.2290  0.70
C 4.3313 -0.6666 0.8704  -0.04
N 3.5415 -1.7753 0.3581  -0.14
C 4.1086 -3.0849 0.6048  -0.06
C 2.2139 -1.5592 0.1118  -0.40
O 1.7486 -0.4304 0.0844  0.01
C 1.3457 -2.7794 -0.0744  -0.18
O 0.1315 -2.3933 -0.6758  -0.15
C -0.8774 -3.3711 -0.5297  -0.16
C -2.2151 -2.7135 -0.8058  -0.40
O -2.3755 -1.5211 -0.6221  0.04
N -3.2307 -3.5125 -1.2691  -0.15
C -4.5581 -2.9368 -1.3889  -0.05
C -3.2039 -4.9567 -1.3115  -0.06
H 5.2049 -0.4945 0.2363  0.09
H 4.6637 -0.8842 1.8887  0.09
H 3.7052 0.2202 0.8822  0.08
H 5.1763 -3.0462 0.3852  0.08
H 3.6608 -3.8444 -0.0296  0.07
H 3.9758 -3.3913 1.6480  0.10
H 1.1431 -3.1379 0.9480  0.03
H 1.8242 -3.5698 -0.6640  0.12
H -0.9060 -3.7068 0.5185  0.06
H -0.6645 -4.2160 -1.1939  0.11
H -4.4872 -1.8731 -1.1878  0.08
H -5.2398 -3.3938 -0.6655  0.09
H -4.9484 -3.0981 -2.3975  0.08
H -2.1914 -5.3416 -1.3797  0.07
H -3.7629 -5.2959 -2.1867  0.08
H -3.6703 -5.3874 -0.4183  0.10
O -0.9029 0.9257 -0.4782  -0.55
S 0.1434 1.7395 -1.1244  1.03
C 1.0361 2.6044 0.1993  -0.36
C 2.1275 3.3908 -0.1390  -0.10
C 2.7878 4.0963 0.8530  -0.10
C 2.3558 3.9985 2.1705  -0.09
C 1.2828 3.1825 2.4986  -0.05
C 0.6106 2.4802 1.5084  -0.06
C -0.7521 3.2389 -1.6623  -0.35
C -0.2655 4.0494 -2.6764  -0.09
C -1.0357 5.1052 -3.1405  -0.09
C -2.2846 5.3481 -2.5867  -0.10
C -2.7617 4.5376 -1.5631  -0.07
C -1.9963 3.4785 -1.1031  -0.06
H 2.4452 3.4425 -1.1749  0.10
H 3.6349 4.7227 0.6024  0.10
H 2.8721 4.5509 2.9458  0.10
H 0.9623 3.0909 3.5277  0.11
H -0.2166 1.8246 1.7580  0.08
H 0.7070 3.8407 -3.1081  0.10
H -0.6698 5.7301 -3.9457  0.10
H -2.8992 6.1549 -2.9659  0.10
H -3.7380 4.7258 -1.1355  0.10
H -2.3613 2.8066 -0.3352  0.12
O -2.2565 -0.7965 2.9917  -0.51
S -1.0101 -1.1685 3.7100  -0.04
O 0.0326 -0.1345 3.4660  -0.52
O -1.2320 -1.4250 5.1223  -0.45
S -0.3369 -2.8508 2.8206  0.24

Atomic forces in eV per Å
Ag 0.1 -0.3 -0.8
C -0.1 0.0 -0.1
N 0.0 0.0 0.1
C -0.1 0.0 0.1
C 0.1 0.2 -0.1
O 0.1 -0.1 -0.2
C -0.4 -0.2 -0.1
O 0.0 0.1 0.0
C 0.4 0.1 0.1
C -0.1 0.2 -0.1
O 0.0 -0.3 -0.1
N -0.1 0.0 0.0
C 0.1 0.0 0.0
C 0.0 0.0 0.1
H 0.0 0.0 0.0
H 0.0 0.0 0.0
H 0.0 0.0 0.0
H 0.0 0.0 0.0
H 0.0 0.0 0.0
H 0.0 0.0 0.0
H 0.1 -0.1 0.0
H 0.1 0.1 0.0
H -0.1 -0.1 0.0
H 0.0 0.0 0.0
H 0.0 0.0 0.0
H 0.0 0.0 0.0
H 0.0 0.0 0.0
H 0.0 0.0 0.0
H 0.0 0.0 0.0
H 0.0 0.0 0.0
O -0.4 0.1 -0.2
S 0.4 0.9 0.1
C 0.0 0.0 -0.1
C -0.1 -0.1 -0.1
C 0.0 0.0 0.0
C 0.0 0.0 0.0
C 0.0 0.1 0.1
C -0.1 -0.1 -0.1
C -0.1 -0.2 -0.1
C 0.2 -0.2 0.0
C 0.0 0.1 0.0
C -0.1 0.0 0.0
C 0.1 0.1 -0.1
C -0.1 -0.2 0.1
H 0.1 0.1 0.0
H 0.0 0.0 0.0
H 0.0 0.0 0.0
H 0.0 -0.1 0.0
H 0.0 0.1 0.1
H 0.0 0.0 -0.1
H 0.0 0.0 0.0
H 0.0 0.0 0.0
H 0.0 0.0 0.0
H 0.0 0.0 0.0
O -0.1 0.1 0.3
S -0.4 0.1 1.3
O 0.0 0.2 0.2
O 0.0 0.1 0.0
S 0.2 -0.6 -0.2


This record from OMol25 describes a structure of composition C46H54BrI2N5O4Pb. The level of theory is ωB97M-V/def2-TZVPD.

Properties
HOMO energy (alpha / beta) = -11.72 / -11.72 eV
lowest unoccupied orbital energy (alpha / beta) = -8.770 / -8.759 eV
ΔE to the lowest compared entry with this formula, charge and spin = 1.3445 eV
net charge = +2

Last column: Löwdin charge in e.
Positions of all 113 atoms, in Å:
Pb -0.1738 0.0247 -0.3195  1.60
O -0.6653 5.0249 0.3882  0.00
C -1.3149 4.9506 1.5472  -0.34
C -1.6007 6.1360 2.2403  -0.03
C -2.2697 6.0990 3.4434  -0.06
C -2.6742 4.8829 3.9979  -0.07
C -2.4165 3.7098 3.3243  -0.03
C -1.7389 3.7161 2.1010  -0.12
C -1.4885 2.4711 1.3943  -0.42
O -0.6569 2.3797 0.4557  -0.21
N -2.2496 1.4319 1.7928  0.06
N -2.1758 0.3072 1.1845  -0.10
C -2.9963 -0.6765 1.3008  -0.07
C -2.8450 -1.8600 0.4933  -0.26
C -3.7578 -2.9179 0.5909  0.01
C -3.6336 -4.0037 -0.2541  -0.02
C -2.6005 -4.0096 -1.1840  -0.03
C -1.7285 -2.9349 -1.2065  -0.13
N -1.8340 -1.8949 -0.3940  0.00
H -0.5059 4.1235 0.0377  0.05
H -1.2789 7.0706 1.8072  0.13
H -2.4766 7.0198 3.9674  0.11
H -3.1886 4.8672 4.9462  0.11
H -2.7192 2.7552 3.7260  0.11
H -3.8505 -0.6175 1.9685  0.14
H -4.5559 -2.8758 1.3142  0.12
H -4.3327 -4.8241 -0.2039  0.12
H -2.4800 -4.8196 -1.8833  0.11
H -0.9212 -2.8961 -1.9231  0.08
C 4.5302 -5.3976 2.6804  -0.01
C 5.2988 -4.0715 2.5158  -0.54
C 6.1421 -3.8413 3.7722  -0.04
C 6.2436 -4.1744 1.3099  -0.03
C 4.2603 -2.9932 2.2997  -0.08
C 3.5942 -2.8934 1.1070  0.05
C 2.4896 -2.0280 0.9546  -0.11
N 1.7707 -1.9498 -0.1338  0.14
C 1.6435 -2.7596 -1.1678  -0.15
C 1.7343 -4.1564 -1.1087  0.04
C 1.5113 -4.9370 -2.2212  -0.09
C 1.1563 -4.3027 -3.4436  0.09
C 0.9561 -2.9602 -3.5775  -0.06
C 1.1902 -2.1055 -2.4243  -0.27
O 1.0233 -0.8777 -2.4356  -0.05
C 0.4546 -2.3142 -4.8576  -0.52
C -0.9018 -1.6459 -4.5632  -0.02
C 0.2429 -3.3222 -5.9892  -0.04
C 1.4670 -1.2635 -5.3411  -0.02
C 1.6255 -6.4397 -2.1047  -0.54
C 3.0474 -6.7897 -1.6362  -0.02
C 0.6030 -6.9163 -1.0576  -0.02
C 1.3562 -7.1728 -3.4195  -0.04
C 2.1618 -1.0388 2.0316  -0.20
O 1.2954 -0.1831 1.8298  -0.02
C 2.9197 -1.1558 3.2724  -0.05
C 3.8842 -2.1129 3.3597  0.09
C 2.6826 -0.1636 4.3998  -0.53
C 1.1868 0.0475 4.6695  -0.02
C 3.3305 -0.6002 5.7180  -0.04
C 3.3399 1.1497 3.9409  -0.04
H 5.2343 -6.2073 2.8488  0.10
H 3.8578 -5.3467 3.5335  0.10
H 3.9459 -5.6307 1.7932  0.07
H 6.9085 -4.6089 3.8307  0.10
H 6.6385 -2.8749 3.7389  0.10
H 5.5462 -3.9156 4.6777  0.09
H 7.0246 -4.8957 1.5326  0.10
H 5.7379 -4.5088 0.4087  0.07
H 6.7135 -3.2151 1.1096  0.10
H 3.8808 -3.4906 0.2562  0.12
H 1.9541 -4.6023 -0.1511  0.12
H 1.0026 -4.9318 -4.3017  0.10
H -1.6448 -2.3935 -4.2903  0.09
H -0.8219 -0.9204 -3.7608  0.05
H -1.2549 -1.1321 -5.4527  0.10
H -0.4742 -4.0911 -5.7112  0.09
H -0.1554 -2.8012 -6.8562  0.10
H 1.1778 -3.7876 -6.2887  0.10
H 1.6485 -0.5086 -4.5818  0.07
H 2.4093 -1.7427 -5.5967  0.10
H 1.0860 -0.7729 -6.2326  0.10
H 3.2656 -6.3757 -0.6554  0.07
H 3.1517 -7.8688 -1.5798  0.10
H 3.7817 -6.4091 -2.3419  0.10
H 0.7842 -6.4771 -0.0809  0.08
H -0.4073 -6.6573 -1.3654  0.09
H 0.6626 -7.9957 -0.9569  0.10
H 2.1060 -6.9289 -4.1675  0.10
H 1.4036 -8.2441 -3.2448  0.10
H 0.3671 -6.9501 -3.8124  0.09
H 4.4290 -2.2062 4.2809  0.10
H 0.7152 -0.9038 4.9073  0.10
H 1.0617 0.7117 5.5204  0.10
H 0.6793 0.4895 3.8184  0.07
H 2.9936 -1.5908 6.0147  0.10
H 4.4155 -0.5860 5.6619  0.09
H 3.0427 0.0962 6.5011  0.10
H 2.8740 1.5141 3.0297  0.02
H 3.2367 1.9024 4.7182  0.08
H 4.4000 0.9928 3.7503  0.10
Br 1.0821 2.8854 -5.4701  0.81
C -0.3407 2.3093 -4.3658  -0.65
C -1.6636 2.4382 -4.7705  -0.07
C -2.6534 1.9717 -3.9217  -0.02
C -2.2899 1.3766 -2.7240  -0.12
N -1.0206 1.2595 -2.3446  -0.07
C -0.0648 1.7328 -3.1326  -0.21
H -1.9053 2.8920 -5.7192  0.12
H -3.6930 2.0631 -4.1890  0.12
H -3.0321 0.9761 -2.0495  0.12
H 0.9507 1.6313 -2.7832  0.10
I 2.4416 3.8473 0.8291  0.21
I 1.7534 4.7731 3.2269  0.25

Atomic forces in eV per Å
Pb -0.8 1.2 0.5
O 0.2 0.1 -0.6
C -0.6 -0.4 0.8
C 0.1 -0.2 -0.4
C 0.1 -0.2 -0.1
C 0.0 -0.1 0.0
C 0.0 0.2 0.2
C 0.3 0.6 -0.3
C -0.3 -0.8 0.0
O 0.5 -0.3 -0.7
N -1.5 0.6 1.8
N 1.6 -0.6 -1.8
C -0.3 0.5 0.8
C 0.0 -0.4 -0.3
C 0.2 0.1 -0.1
C 0.2 0.2 -0.1
C 0.1 0.1 0.0
C -0.2 -0.5 -0.1
N -0.1 0.2 0.1
H 0.0 0.2 0.3
H 0.0 0.1 -0.1
H 0.0 0.1 0.0
H 0.0 0.0 0.1
H -0.1 0.0 0.1
H 0.0 0.1 0.1
H -0.1 0.1 0.1
H -0.1 -0.1 0.0
H 0.0 -0.1 -0.1
H -0.1 -0.1 -0.1
C -0.1 0.2 0.0
C 0.2 -0.2 0.0
C -0.1 0.0 -0.1
C -0.1 0.1 0.1
C -0.1 -0.3 -0.8
C 0.1 0.1 -0.3
C 0.2 -0.8 -0.7
N 0.0 0.2 -0.1
C 0.3 -0.5 0.7
C -0.2 -0.1 0.2
C 0.2 0.0 0.9
C -0.2 1.0 -0.7
C -0.4 -0.7 -0.8
C 0.3 1.2 -0.1
O 0.5 -1.3 0.0
C -0.1 0.1 -0.2
C 0.1 -0.1 0.1
C 0.1 0.1 0.3
C 0.0 -0.1 0.2
C 0.0 -0.3 0.0
C -0.1 0.1 -0.1
C 0.0 0.1 -0.1
C 0.0 0.1 0.1
C -1.2 1.1 0.0
O 1.1 -1.1 0.4
C 0.9 -0.2 1.1
C -0.8 0.9 0.5
C 0.0 0.2 0.1
C 0.0 0.0 -0.2
C 0.0 0.0 -0.3
C -0.1 -0.1 0.0
H 0.1 -0.1 0.0
H -0.1 -0.1 0.1
H -0.1 0.0 -0.1
H 0.1 -0.1 0.0
H 0.1 0.1 0.1
H 0.0 0.0 0.1
H 0.1 -0.1 0.0
H -0.1 0.0 -0.1
H 0.1 0.1 -0.1
H 0.0 -0.1 0.0
H 0.1 -0.1 0.0
H 0.0 0.0 -0.2
H -0.1 -0.1 0.0
H -0.1 0.1 0.0
H 0.0 0.0 -0.1
H -0.1 -0.1 0.0
H 0.0 0.1 0.0
H 0.1 -0.1 -0.1
H 0.0 0.1 -0.1
H 0.1 0.0 0.0
H -0.1 0.0 -0.1
H 0.0 0.0 0.1
H 0.0 -0.1 0.0
H 0.1 0.0 -0.1
H 0.0 0.0 0.1
H -0.2 0.0 0.0
H 0.0 -0.1 0.0
H 0.1 0.0 -0.2
H 0.0 -0.1 0.0
H -0.1 0.0 -0.1
H 0.0 0.1 0.2
H -0.1 -0.1 0.1
H 0.0 0.0 0.1
H -0.1 0.0 0.1
H 0.0 -0.1 0.1
H 0.2 -0.1 0.0
H 0.0 0.1 0.0
H 0.0 0.2 -0.1
H 0.0 0.1 0.0
H 0.1 0.0 0.0
Br -0.2 -0.1 0.2
C 0.1 0.0 0.0
C 0.2 -0.1 0.2
C 0.1 -0.1 0.1
C -0.2 0.1 -0.2
N -0.3 0.0 0.1
C 0.1 0.2 -0.4
H 0.0 0.0 -0.1
H -0.1 0.0 0.0
H -0.1 0.0 0.1
H 0.2 0.0 0.0
I 0.3 0.0 0.2
I 0.1 -0.1 -0.1


Max |F| (computed, eV Å⁻¹): 1.593, 1.314, 2.546